No. 1
15
Properties=species:S:1:pos:R:3:lowdin_charge:R:1 method="wB97M-V/def2-TZVPD" homo_lumo_gap_ev="4.97 / 8.75" s2=0.75 e_lumo_ha="-0.43347 / -0.43375" total_charge=+2 energy_ha=-2310.1663 multiplicity=2 homo_ev="-16.8 / -20.6"
O -0.89260 -0.12038 -0.44858 0.1767
C -0.44318 1.15150 -0.58907 -0.4764
O -1.09085 2.10890 -0.18701 0.0899
O 0.77445 1.24597 -0.94315 0.1587
Zn -2.68574 1.93788 0.67041 1.3861
C 1.74351 0.12454 -0.81525 -0.1060
C 1.73106 -0.47022 0.53736 0.1200
H 1.50541 -0.59455 -1.60493 0.1460
H 2.68899 0.63185 -1.04041 0.1598
H 1.84367 0.18417 1.40227 0.0946
H 1.79858 -1.55133 0.65006 0.0924
O -2.29131 0.12993 1.30672 0.1011
C -1.55253 -0.60173 0.65519 -0.4524
O -1.77389 -1.86662 0.58104 0.3132
H -1.35556 -2.30991 -0.17466 0.1965

=====

No. 2
11
Properties=species:S:1:pos:R:3:lowdin_charge:R:1 method="wB97M-V/def2-TZVPD" homo_lumo_gap_ev="7.35 / 7.36" e_lumo_ha="-0.00613 / -0.00611" energy_ha=-571.8434 homo_ev="-7.5 / -7.5"
C -2.24022 -0.48216 1.15154 0.0483
C -1.15313 -1.04119 1.75247 0.0238
C -0.93611 -0.30816 0.55830 -0.3086
C 1.09217 0.63008 -1.12098 -0.2578
O -1.41861 1.62069 -0.91356 -0.4603
P -0.31642 1.15883 -0.09106 0.6212
H -3.18119 0.04449 0.95303 0.1303
H -0.67379 -1.60707 2.57398 0.1184
H 0.75790 -0.21551 -1.77001 0.0558
H 1.84146 0.19781 -0.63349 -0.0349
H 1.58046 1.36251 -1.81967 0.0637